Entry 1:
C3H9NO2S | ωB97M-V with the def2-TZVPD basis set

Computed properties:
Structure (SMILES) ... C[C@@](O)(S)CON
Largest force on an atom ... 3.16 eV Å⁻¹
Lowest unoccupied orbital energy ... 0.66 eV
M ... 123.177 g/mol
Frontier orbital gap ... 9.820 eV

Structure (ORCA input):
```
! RIJCOSX wB97M-V def2-TZVPD def2/J DEFGRID3
* xyz 0 1
S 1.06374 -1.74405 0.07716
O 1.43380 0.52591 -1.31877
O -1.54735 -0.52180 0.30162
N -2.05821 -1.67021 -0.45437
C -0.73585 0.39351 -0.32280
C 0.76052 0.04212 -0.17335
C 1.37483 0.80027 1.00556
H -0.01850 -2.22993 0.71979
H 1.03433 0.51681 2.02526
H -2.55888 -1.29612 -1.32677
H -0.87128 1.20932 0.33957
H -0.90515 0.54057 -1.42618
H -1.27275 -2.32745 -0.66973
H 1.02086 1.82578 1.02408
H 2.42887 0.28078 -1.13510
H 2.46623 0.80850 1.10895
*
```



Entry 2:
C3H4N4 | ωB97M-V with the def2-TZVPD basis set

Computed properties:
Largest force on an atom ... 7.65 eV Å⁻¹
Lowest unoccupied orbital energy ... 0.19 eV
M ... 96.093 g/mol
Frontier orbital gap ... 9.642 eV

Structure (ORCA input):
```
! RIJCOSX wB97M-V def2-TZVPD def2/J DEFGRID3
* xyz 0 1
N 1.13928 0.23588 -1.02589
N -0.05094 0.31639 -0.19396
N -0.90371 1.07440 -0.62234
N -1.85604 -0.55956 0.41820
C 2.12626 -0.17697 -0.21063
C -2.05353 0.64748 -0.22340
C -0.62232 -0.74968 0.49545
H 0.24136 -1.23112 1.30912
H -3.07591 1.28593 -0.07061
H 3.06214 -0.42732 -1.01733
H 1.99343 -0.41543 1.14140
*
```



Entry 3:
C3H5Li2O3 | ωB97M-V with the def2-TZVPD basis set

Computed properties:
Largest force on an atom ... 4.16 eV Å⁻¹
Lowest unoccupied orbital energy (spin up / spin down) ... -0.36 / -0.06 eV
M ... 102.952 g/mol
Frontier orbital gap (spin up / spin down) ... 4.445 / 8.460 eV

Structure (ORCA input):
```
! RIJCOSX wB97M-V def2-TZVPD def2/J DEFGRID3
* xyz 0 2
O -2.18970 1.34674 2.08299
O 0.53626 -1.37499 -0.12823
O -1.44137 -1.22345 -0.69400
C -0.18821 -1.12071 -1.14770
C -1.23117 0.46824 1.53480
C -1.62640 0.15675 0.10553
Li 2.35066 -1.52878 -0.79050
Li 1.23697 0.63261 -1.57049
H -0.24451 0.96512 1.49796
H -2.72430 0.16810 0.04091
H -1.19616 -0.47716 2.10239
H -1.43659 1.03447 -0.53154
H -1.94069 1.57252 2.98249
*
```



Entry 4:
H23O11 | ωB97M-V with the def2-TZVPD basis set

Computed properties:
Largest force on an atom ... 1.57 eV Å⁻¹
Lowest unoccupied orbital energy ... -2.99 eV
M ... 199.173 g/mol
Frontier orbital gap ... 11.111 eV

Structure (ORCA input):
```
! RIJCOSX wB97M-V def2-TZVPD def2/J DEFGRID3
* xyz 1 1
O -1.90946 2.12672 0.51484
O 0.28573 1.22118 -0.71610
O -0.17158 -2.31360 -1.88736
O 1.96252 -0.97949 0.10046
O -2.44747 -0.36442 -2.44990
O 3.27206 1.21159 -0.99257
O -1.10721 0.64747 2.93389
O -3.19147 -0.45392 0.20564
O -0.78284 -0.46539 0.70347
O 1.67402 -0.22547 -2.41809
O 1.32623 0.43110 3.72936
H 3.68261 1.85784 -1.57286
H -1.66338 -0.93402 -2.44746
H 1.76988 -1.80102 0.56377
H 1.18965 1.35752 -0.38915
H 2.02276 1.05279 3.49142
H 3.64469 0.35966 -1.22732
H -3.28235 -0.79149 -0.70028
H -1.19632 1.87582 1.09920
H -3.33089 0.50166 0.18989
H 0.30942 0.66057 -1.52909
H -0.23665 0.49206 3.40184
H -2.04747 3.07430 0.50176
H 1.44079 -0.82120 -3.14549
H -0.60546 -3.16357 -1.78713
H 1.69299 -0.86075 -1.67657
H -0.79639 -0.13663 1.68098
H 0.72445 -2.32778 -1.56122
H 1.78544 -0.27737 4.19425
H -1.76967 0.26191 3.52019
H -2.83769 -0.49933 -3.32082
H 2.69817 -0.55321 0.54787
H -0.31133 0.45808 -0.06196
H -1.79376 -0.62160 0.50453
*
```



Entry 5:
CHF2NO | ωB97M-V with the def2-TZVPD basis set

Computed properties:
Structure (SMILES) ... FC1(F)NO1
Largest force on an atom ... 2.87 eV Å⁻¹
Lowest unoccupied orbital energy ... 0.89 eV
M ... 81.021 g/mol
Frontier orbital gap ... 12.178 eV

Structure (ORCA input):
```
! RIJCOSX wB97M-V def2-TZVPD def2/J DEFGRID3
* xyz 0 1
F 1.74405 -1.31256 -0.31690
F 2.56700 0.61814 0.61805
O 1.02086 0.66228 -1.12621
N 0.41248 0.65222 0.22197
C 1.55834 0.00276 -0.11540
H -0.40685 0.05192 0.13105
*
```



Entry 6:
C34H38Cl2CrO2PSSb | ωB97M-V with the def2-TZVPD basis set

Computed properties:
Largest force on an atom ... 0.66 eV Å⁻¹
Lowest unoccupied orbital energy (spin up / spin down) ... 0.35 / 0.40 eV
M ... 786.379 g/mol
Frontier orbital gap (spin up / spin down) ... 7.821 / 8.146 eV

Structure (ORCA input):
```
! RIJCOSX wB97M-V def2-TZVPD def2/J DEFGRID3
* xyz 0 5
Sb 3.23234 0.65249 0.22984
Cr -1.21451 -0.50181 -0.31379
Cl -4.42131 3.76798 -1.61373
Cl -0.16112 1.34645 0.74808
S -2.77931 1.08258 -1.09043
P 0.38347 -2.49427 -0.02564
O -3.14402 -2.00709 0.49801
O -2.07131 -1.89160 -1.45151
C -1.45953 5.10514 0.68453
C 2.86290 -2.90861 1.30873
C -2.59464 5.01492 -0.10906
C -0.08531 -5.28222 0.19513
C -2.98923 3.80019 -0.63758
C -2.81064 -5.06624 -0.30931
C 1.81878 -1.93410 -3.78998
C 3.61675 -3.19848 2.43844
C 3.58526 1.53472 2.20116
C 2.99396 -3.40700 3.65795
C -2.53437 -2.53782 -0.42385
C 3.03073 -3.80383 -2.89588
C 3.21077 0.47018 3.22918
C 1.39361 -2.67191 -1.53141
C -1.15839 2.77257 0.39478
C 3.27982 2.26783 -1.23503
C -0.87598 -6.41914 0.14988
C 1.47726 -2.84682 1.38902
C 2.87907 2.83458 2.55901
C 1.61055 -3.32025 3.75071
C -2.23618 -6.31149 -0.10796
C 5.43506 -0.50541 -1.50804
C 5.29616 0.10280 -0.11620
C 2.77107 -2.92933 -3.94286
C -2.27987 2.60607 -0.41571
C 2.87109 3.66085 -0.78198
C -0.72346 3.96155 0.94488
C 0.85708 -3.04626 2.62276
C 5.85016 -0.84596 0.93934
C 1.13901 -1.80416 -2.58783
C 2.41256 1.82507 -2.41150
C 2.33954 -3.68191 -1.70162
C -2.01243 -3.93416 -0.28570
C -0.64217 -4.02921 -0.04038
H 2.87129 4.34242 -1.63723
H 5.84447 1.04975 -0.07484
H 3.55241 4.07433 -0.04128
H 3.43631 0.81911 4.24042
H -3.87310 -4.96790 -0.47847
H -1.15148 6.05552 1.09424
H 3.12532 3.66102 1.90004
H -3.18750 5.89163 -0.32334
H -0.22340 -2.99174 2.70054
H 4.69530 -3.24848 2.36278
H 6.47832 -0.74476 -1.73079
H 1.79429 2.70286 2.55402
H 4.32375 2.29996 -1.55892
H 0.16202 3.99319 1.56233
H 1.11794 -3.47057 4.70092
H 0.39184 -1.02159 -2.48747
H 4.86172 -1.43318 -1.58514
H 6.93276 -0.95022 0.83567
H 5.42052 -1.84350 0.82383
H -2.85148 -7.20024 -0.13732
H 1.86192 3.67264 -0.36619
H 3.30620 -3.02972 -4.87752
H 5.65183 -0.51467 1.95844
H 3.15446 3.13130 3.57492
H 1.36074 1.75902 -2.11965
H 3.76626 -4.58838 -3.01162
H 3.35973 -2.72466 0.36620
H 2.70517 0.84804 -2.79790
H 2.14104 0.24743 3.19009
H 0.96700 -5.37749 0.43193
H 3.58221 -3.63459 4.53632
H 2.47880 2.54371 -3.23283
H 4.66745 1.69414 2.23426
H 2.54673 -4.37946 -0.90151
H 3.73736 -0.46906 3.07842
H 5.07988 0.16246 -2.29385
H 1.60092 -1.25638 -4.60423
H -0.43194 -7.38922 0.32638
*
```



Entry 7:
C15H22Cl16NO5P | ωB97M-V with the def2-TZVPD basis set

Computed properties:
Structure (SMILES) ... C#CCCCO[P@@](=O)(OCCN)OCOCCC.ClC(Cl)(Cl)Cl.ClC(Cl)(Cl)Cl.ClC(Cl)(Cl)Cl.ClC(Cl)(Cl)Cl
Largest force on an atom ... 6.96 eV Å⁻¹
Lowest unoccupied orbital energy ... -0.08 eV
M ... 894.565 g/mol
Frontier orbital gap ... 9.297 eV

Structure (ORCA input):
```
! RIJCOSX wB97M-V def2-TZVPD def2/J DEFGRID3
* xyz 0 1
Cl 0.04985 -2.75086 -7.47913
Cl 1.75206 6.39811 0.03906
Cl -0.05367 -0.02366 -6.48828
Cl 1.84459 7.77702 -2.51436
Cl 3.00036 -0.67582 5.04308
Cl 0.68735 5.11941 -2.34179
Cl -2.15500 -1.01690 -8.22879
Cl 0.79904 1.06466 4.29740
Cl -1.09177 -7.22687 0.11970
Cl 0.12649 -6.81302 -2.48312
Cl 2.90675 2.05248 6.03202
Cl -1.94083 -1.99807 -5.50448
Cl -0.69780 7.38498 -1.16676
Cl -2.36736 -8.28371 -2.26483
Cl 1.01595 0.08330 7.02165
Cl -2.32463 -5.41968 -1.78919
P 0.78678 1.81620 1.00304
O 0.68558 0.52001 -0.10976
O 2.21411 1.50102 1.96456
O 0.94632 3.21115 0.36967
O 0.87282 -0.18065 -2.33154
O -0.66293 1.72950 1.96407
N 5.58011 0.14308 1.11076
C -1.02487 -1.44734 -6.92556
C -3.49927 1.11964 3.23795
C -5.04858 0.62646 3.33610
C 0.89678 6.66954 -1.49544
C -1.76661 1.16369 1.14957
C 0.39606 -2.98704 -0.92259
C 1.93021 0.63139 5.59797
C -6.34851 0.38315 3.44312
C 4.42843 0.15217 2.06599
C -3.22847 1.60349 1.69187
C 0.53618 0.97572 -1.48625
C -0.31148 -0.97681 -2.61504
C -1.41423 -6.93611 -1.60436
C 2.98138 0.41372 1.34182
C -0.76012 -1.97746 -1.43164
H -3.30566 2.05280 3.91098
H 1.42354 -2.83227 -1.41538
H -3.31628 2.76609 1.66778
H -1.66546 1.61007 0.07695
H 0.57459 -2.89601 0.22592
H 4.54115 0.92105 2.91597
H -0.51713 1.34713 -1.76387
H -7.50675 0.35913 3.37549
H 3.22519 0.67079 0.24231
H 1.27165 1.83500 -1.77569
H -1.19891 -0.32171 -2.99957
H -0.00887 -4.07215 -1.10268
H 2.39876 -0.59284 1.45284
H -1.07939 -1.34803 -0.49975
H -1.72841 -2.53037 -1.77155
H -4.06424 1.14592 1.02128
H -2.80686 0.22682 3.53207
H 5.55594 -0.65948 0.46397
H -0.03356 -1.65498 -3.52522
H 4.39989 -0.90951 2.54484
H 5.70537 1.04547 0.62686
H -1.60562 0.01118 1.14998
*
```



Entry 8:
C4H11NS | ωB97M-V with the def2-TZVPD basis set

Computed properties:
Structure (SMILES) ... C=CN.CCS
Largest force on an atom ... 2.12 eV Å⁻¹
Lowest unoccupied orbital energy ... 0.72 eV
M ... 105.206 g/mol
Frontier orbital gap ... 8.521 eV

Structure (ORCA input):
```
! RIJCOSX wB97M-V def2-TZVPD def2/J DEFGRID3
* xyz 0 1
S -1.48130 -1.35644 -0.41619
N 1.50526 -1.33650 -0.44561
C -2.46831 1.22894 0.00100
C 2.22210 0.41565 1.06597
C -1.46546 0.42445 -0.80640
C 1.90712 -0.84994 0.82548
H -2.33935 1.00315 1.06046
H 0.05905 -1.47939 -0.45041
H 1.68966 -0.68931 -1.20705
H 1.81926 -1.57735 1.61472
H 2.16754 1.15431 0.27608
H 2.43117 0.73379 2.07479
H -2.33599 2.30022 -0.15641
H -0.45358 0.80839 -0.64334
H -3.48686 0.94715 -0.26722
H 1.86900 -2.25615 -0.64690
H -1.63930 0.52905 -1.87896
*
```



Entry 9:
C3H8S2 | ωB97M-V with the def2-TZVPD basis set

Computed properties:
Largest force on an atom ... 1.74 eV Å⁻¹
Lowest unoccupied orbital energy ... -3.21 eV
M ... 108.231 g/mol
Frontier orbital gap ... 5.527 eV

Structure (ORCA input):
```
! RIJCOSX wB97M-V def2-TZVPD def2/J DEFGRID3
* xyz 0 1
S -0.02674 -2.08964 -1.03131
S -0.28124 1.65504 -0.35923
C 0.39269 0.76295 2.14747
C 0.28965 0.34053 0.63548
C -0.50187 -0.92233 -2.27618
H -0.48787 -0.48934 0.61641
H 0.67720 -0.01360 2.87123
H 1.10427 1.60485 2.18498
H -0.53709 1.29350 2.35708
H 0.29724 -0.60025 -2.93041
H 1.21825 -0.21149 0.46025
H -1.31224 -1.39067 -2.83147
H -0.83225 0.06044 -1.84430
*
```



no.,calculated total energy (eV)
1,-19674.1916
2,-9130.2233
3,-9740.5783
4,-22890.3494
5,-10023.0264
6,-120098.8373
7,-237280.4534
8,-16650.4164
9,-24907.2692